1.
115
Properties=species:S:1:pos:R:3 method="wB97M-V/def2-TZVPD" e_lumo_ev=3.911 orbital_gap_ev=6.37 total_charge=-2
Bi 1.509 0.205 0.493
Br -0.708 0.592 -2.641
S 3.562 1.871 1.591
P -1.222 -2.320 0.736
P 3.287 -1.141 -1.571
O 2.861 2.124 0.256
O 3.359 0.330 1.679
O 4.972 2.189 1.510
O 2.886 2.556 2.663
O -0.285 2.044 0.100
N 1.716 -2.155 0.974
N 0.699 0.539 2.560
N 2.717 1.844 -2.676
C -4.627 4.236 -2.898
C -4.805 3.602 -4.280
C 4.279 -5.038 -0.665
C 5.600 0.156 -0.800
C -2.789 -0.456 2.136
C -2.934 -1.640 1.179
C -3.127 4.087 -0.857
C -0.897 -2.748 3.559
C -0.121 -2.885 4.695
C -1.932 -5.051 1.530
C 1.254 -2.748 4.606
C -1.886 4.270 1.296
C 1.860 -2.515 3.388
C 3.680 -5.238 0.573
C -4.340 5.732 -3.105
C 1.511 -2.628 -3.142
C 0.398 0.816 3.641
C 1.102 -2.407 2.216
C -1.274 2.512 -0.562
C -3.208 4.220 2.084
C -1.691 2.037 -1.846
C -5.940 4.064 -2.119
C -4.063 -2.564 1.636
C 3.392 -2.762 -0.713
C 2.688 -2.990 0.513
C -0.383 -4.726 -0.377
C -1.481 5.735 1.058
C -0.318 -2.507 2.317
C 6.096 -1.772 -2.256
C 4.121 -3.808 -1.278
C 3.583 -1.970 -4.395
C 2.909 -4.251 1.139
C -1.595 -4.141 0.352
C -2.733 2.540 -2.597
C 2.614 -1.580 -3.284
C -0.812 3.637 2.190
C -2.096 3.595 -0.075
C 5.076 -0.676 -1.954
C -3.481 3.602 -2.115
B -0.080 1.068 5.101
H -1.089 -5.091 2.220
H -0.592 -5.749 -0.705
H 3.106 2.684 -3.093
H -5.134 6.205 -3.691
H -2.216 6.265 0.447
H 0.164 3.620 1.714
H 2.865 1.948 -1.669
H 4.852 -5.825 -1.143
H -0.115 2.256 5.318
H 1.859 -2.812 5.502
H -0.114 -4.132 -1.248
H -1.973 -2.847 3.643
H 6.614 0.513 -1.000
H 4.970 -0.019 -2.823
H 7.067 -1.299 -2.426
H -3.895 3.703 -4.874
H -2.940 2.079 -3.552
H -5.870 4.524 -1.132
H -1.997 0.213 1.806
H -3.061 4.633 3.085
H -0.740 4.212 3.118
H -3.395 5.853 -3.637
H 4.030 -2.951 -4.220
H 3.032 -2.026 -5.339
H 2.931 -2.371 3.323
H -2.811 -4.723 2.080
H 1.711 1.903 -2.803
H 3.798 -6.186 1.088
H -6.774 4.522 -2.659
H 0.821 -2.345 -2.345
H 5.853 -2.359 -3.141
H -3.708 4.913 -0.459
H -4.261 6.254 -2.151
H 4.376 -1.233 -4.516
H 2.410 -4.446 2.078
H -1.060 2.608 2.447
H -6.150 3.003 -1.980
H -5.054 2.543 -4.200
H 0.482 -4.751 0.287
H -5.617 4.103 -4.813
H -3.722 0.113 2.170
H -0.588 -3.073 5.654
H 4.577 -3.661 -2.246
H -2.437 -4.112 -0.351
H -1.383 6.259 2.013
H -3.533 3.183 2.185
H -2.120 -6.065 1.160
H -3.241 -1.232 0.207
H 2.149 -0.635 -3.577
H 4.978 1.019 -0.626
H -4.211 -3.402 0.952
H 6.197 -2.444 -1.403
H 1.931 -3.605 -2.900
H -3.888 -2.952 2.641
H 0.940 -2.712 -4.071
H -4.006 4.784 1.595
H -1.184 0.568 5.186
H 0.707 0.498 5.826
H 5.614 -0.413 0.131
H -0.520 5.771 0.542
H -2.546 -0.781 3.149
H -4.992 -1.986 1.665

=====

2.
126
Properties=species:S:1:pos:R:3 method="wB97M-V/def2-TZVPD" e_lumo_ev="-0.133 / -0.134" orbital_gap_ev="8.17 / 9.02" spin_multiplicity=3
I -0.303 2.107 -0.142
I 4.273 0.189 0.072
S 7.200 -1.859 -1.897
F 5.129 5.605 -0.129
F 4.328 3.733 0.661
F 7.748 4.300 0.160
F 6.321 2.585 -1.312
F 6.592 5.104 1.829
F 6.077 4.538 -2.251
O -5.206 0.617 0.535
O 7.888 -1.630 -0.478
O 6.027 2.777 2.768
O 0.186 -1.177 -1.869
O 0.948 -2.403 -4.685
O 0.934 -1.274 3.044
O 3.446 3.525 -4.755
O 1.617 -0.837 -6.121
O 3.275 4.155 -1.849
O 7.270 1.818 1.153
O 6.005 -2.622 -1.670
O 8.177 -2.339 -2.824
N 0.114 -2.135 3.529
N -1.829 -0.619 -2.893
N 2.088 1.696 -4.451
N -6.309 1.264 0.402
C 6.641 4.125 0.899
C 5.000 1.282 -3.451
C 1.475 -4.162 3.965
C -8.571 0.200 1.875
C -7.346 0.476 -0.344
C 1.729 -2.109 5.371
C 0.235 0.651 -3.393
C 5.442 -0.137 -3.025
C -0.429 -0.463 -2.617
C 3.782 2.045 -2.807
C 0.102 -3.950 1.864
C -0.713 -2.808 2.473
C 2.388 -0.682 -3.822
C 1.935 1.525 1.724
C 1.785 1.821 0.229
C 6.695 2.753 1.614
C 6.798 -0.174 -2.310
C -2.046 -3.328 3.033
C 0.739 -2.976 4.601
C -5.449 2.444 2.369
C -7.472 0.991 2.581
C 5.369 4.299 0.002
C 2.486 1.398 -2.199
C -7.564 3.207 1.374
C 0.658 -4.911 2.913
C 1.590 -1.421 -4.869
C -0.308 -3.465 5.612
C 1.781 0.682 -3.403
C -6.715 1.962 1.668
C -2.642 -0.310 -1.692
C -1.059 -1.780 1.405
C 5.494 3.650 -1.412
C -2.067 -2.021 -3.298
C -6.650 -0.301 -1.455
C -8.379 1.389 -1.021
C 3.096 2.571 -4.114
C 4.102 3.313 -2.011
C 2.388 0.796 -0.766
C -8.029 -0.490 0.626
H 1.786 -0.110 -0.801
H -4.847 3.066 1.706
H 1.245 -1.211 5.757
H 2.394 -3.793 3.499
H -1.958 -4.252 3.596
H -8.830 -1.007 0.093
H -9.127 1.788 -0.343
H -2.518 -2.578 3.669
H 2.570 -1.805 4.753
H -1.660 -2.256 0.630
H -8.918 0.813 -1.774
H -0.153 1.617 -3.063
H 7.583 0.141 -3.001
H -2.060 -0.409 -0.773
H -4.833 1.616 2.712
H 2.529 -0.715 -6.417
H 2.888 1.905 2.097
H -7.304 -1.253 0.928
H -0.932 -2.635 5.948
H -2.029 -2.708 -2.443
H -0.955 -4.248 5.231
H -3.094 0.681 -1.759
H 2.240 2.790 0.020
H -8.577 2.984 1.053
H -1.323 -2.346 -4.022
H -9.412 0.851 1.621
H -7.894 1.565 3.410
H 4.812 1.253 -4.527
H 7.618 -2.361 0.103
H 1.777 -4.842 4.765
H 1.153 2.043 2.281
H -6.147 0.374 -2.149
H -5.916 -1.000 -1.063
H 2.060 1.405 -5.419
H -0.093 0.557 -4.435
H 1.871 2.303 -2.100
H -3.461 -1.029 -1.630
H 4.693 -0.665 -2.442
H -3.056 -2.078 -3.757
H -1.634 -0.953 1.827
H 5.763 1.865 2.978
H -0.150 -5.476 3.387
H -8.968 -0.552 2.559
H 5.868 1.935 -3.365
H -7.401 -0.867 -2.008
H -0.171 -1.370 0.930
H -2.718 -3.533 2.200
H 0.203 -3.875 6.484
H 0.934 -3.523 1.296
H -5.737 3.040 3.236
H 3.353 -0.473 -4.286
H -7.888 2.222 -1.525
H 1.818 0.465 1.952
H -0.529 -4.483 1.149
H -7.646 3.804 2.282
H -6.755 0.287 3.015
H -7.089 3.822 0.608
H 2.548 -1.356 -2.982
H 2.113 -2.685 6.214
H 1.295 -5.650 2.424
H 5.568 -0.734 -3.937
H 6.830 0.429 -1.407

=====

3.
119
Properties=species:S:1:pos:R:3 method="wB97M-V/def2-TZVPD" e_lumo_ev=-6.306 orbital_gap_ev=6.47 total_charge=+2
In -2.149 1.428 0.405
Br 0.296 0.934 -0.013
S -6.261 -3.963 0.791
S 3.658 -5.560 -0.216
Si -5.470 2.665 1.140
Si 4.557 1.989 -0.200
O -2.549 -5.008 -2.287
O 3.532 -6.827 0.442
O 3.966 -4.401 0.602
O -0.643 -6.008 -2.040
N -10.114 -2.692 -1.256
N -1.869 3.738 0.321
N -0.969 -2.139 0.185
N -3.427 -0.466 0.437
N -3.940 2.779 0.241
N 0.037 -4.112 -0.049
N -1.440 -5.115 -1.799
C -5.212 -1.730 -0.500
C -1.649 -2.870 -0.729
C 4.867 -5.651 -1.556
C -1.051 -4.083 -0.897
C 4.911 0.127 -0.060
C -5.202 -2.592 0.599
C 5.956 3.540 -2.001
C -4.247 -2.366 1.601
C 3.451 3.827 -2.106
C 4.498 3.075 1.373
C 4.597 2.817 -1.919
C -0.991 4.758 0.299
C 0.461 4.443 0.502
C 2.077 -5.188 -1.021
C -3.196 3.907 0.155
C -4.312 -0.690 -0.541
C 3.456 2.538 2.375
C 5.901 3.032 2.010
C 4.513 1.787 -3.055
C -2.797 6.254 -0.129
C 3.945 -0.669 -0.964
C -6.559 4.191 0.964
C 6.366 -0.143 -0.484
C -9.144 -3.241 -1.973
C 5.978 -6.622 -1.189
C -4.951 2.390 2.935
C 0.996 -5.207 0.070
C 4.147 4.539 1.067
C -9.922 -2.497 0.042
C -7.735 -3.418 -0.076
C 1.092 -2.481 1.549
C -6.489 1.201 0.541
C -3.681 5.204 -0.115
C -7.925 -3.634 -1.430
C -1.434 6.044 0.093
C 0.053 -2.902 0.575
C -3.394 -1.297 1.490
C -8.741 -2.845 0.687
C 4.727 -0.363 1.388
H 1.892 -5.943 -1.781
H 5.330 1.067 -3.017
H -2.652 -1.089 2.249
H 3.338 3.273 3.174
H 4.319 -5.969 -2.443
H 3.564 1.250 -3.049
H 6.753 -6.601 -1.953
H 3.548 4.690 -1.450
H 4.884 -1.441 1.408
H 0.874 4.006 -0.410
H 2.474 3.365 -1.945
H -6.185 0.267 1.013
H 3.980 -1.706 -0.634
H 3.141 4.635 0.660
H 6.094 4.261 -1.193
H 3.715 -0.172 1.746
H -4.206 -3.018 2.463
H 6.010 4.085 -2.946
H -4.282 -0.009 -1.383
H -9.355 -3.388 -3.026
H 1.007 5.355 0.732
H 6.422 -6.352 -0.232
H -2.529 -2.518 -1.239
H 0.592 3.725 1.311
H 6.578 -1.203 -0.327
H -6.781 4.409 -0.082
H 1.469 -5.145 1.048
H 5.233 -4.633 -1.683
H -4.333 1.491 3.028
H 2.911 -0.321 -0.881
H 4.593 2.315 -4.007
H -7.170 -4.105 -2.044
H 2.481 2.385 1.907
H 7.077 0.430 0.116
H 5.443 0.091 2.072
H 4.184 5.099 2.004
H 6.550 0.089 -1.534
H 1.548 -3.330 2.052
H 1.883 -1.946 1.023
H -4.375 3.237 3.314
H -5.813 2.264 3.594
H 3.482 4.194 -3.134
H -8.615 -2.688 1.750
H 5.587 -7.634 -1.115
H -7.531 1.371 0.822
H 2.170 -4.201 -1.475
H -4.730 5.344 -0.303
H 3.777 1.605 2.833
H 6.791 2.835 -1.974
H -10.746 -2.058 0.591
H 6.654 3.487 1.362
H 4.859 5.009 0.389
H 0.661 -1.811 2.289
H -7.508 3.968 1.457
H -6.460 1.075 -0.542
H -6.147 5.083 1.434
H 6.221 2.017 2.249
H 0.456 -6.145 0.019
H -5.918 -1.870 -1.306
H -0.740 6.870 0.105
H -3.163 7.256 -0.312
H 5.881 3.599 2.942
H 4.239 -0.631 -2.012

=====

4.
117
Properties=species:S:1:pos:R:3 method="wB97M-V/def2-TZVPD" e_lumo_ev=-0.303 orbital_gap_ev=6.62
Zr -0.229 2.044 0.471
Se -1.103 4.132 -0.268
Cl 0.939 -0.121 3.260
Cl -0.041 -1.948 5.347
P 0.720 -2.157 -0.132
P -1.103 -1.682 -3.014
F 0.651 1.290 -1.105
O 1.373 2.460 1.581
O -1.887 0.893 -0.364
O -2.577 -0.783 1.638
O -1.556 1.659 2.242
N -3.919 0.592 -1.259
N 2.569 -3.116 -1.911
N -3.542 2.532 2.803
N 0.919 -3.057 -4.147
C 2.639 -4.101 -5.460
C 4.463 3.732 4.021
C 4.329 -4.086 -3.218
C -0.853 -4.462 -0.445
C 3.016 -3.576 -3.109
C -0.990 -0.962 -5.797
C 4.003 2.817 0.371
C 3.669 3.034 1.835
C 0.591 2.595 5.628
C 0.526 -2.563 -3.002
C -1.854 0.676 -4.116
C -0.359 -3.682 1.871
C 2.172 -3.580 -4.232
C -2.890 0.190 -0.522
C 1.357 -2.634 -1.829
C -0.461 -0.706 4.151
C -3.432 0.143 2.252
C -4.920 2.394 3.248
C -5.030 -0.273 -1.622
C 4.763 -4.581 -4.414
C 3.174 3.646 4.512
C -2.925 3.836 3.059
C 2.323 -1.937 0.726
C 0.209 4.715 4.323
C 3.280 3.815 -0.539
C 3.910 -4.590 -5.544
C 0.707 3.267 4.258
C -3.970 1.966 -1.757
C -2.781 1.518 2.410
C 3.801 1.378 -0.100
C -0.816 -0.419 -4.382
C -2.917 -1.099 0.294
C -2.099 -2.977 -3.861
C 4.690 3.439 2.686
C 0.229 -3.886 0.472
C 0.579 0.194 -4.227
C 1.382 -4.886 0.548
C 2.372 2.899 2.366
C 2.116 3.238 3.705
H 4.281 0.677 0.587
H 0.669 1.038 -4.917
H -2.320 -3.775 -3.152
H 2.198 3.693 -0.498
H -2.067 3.978 2.407
H 5.074 3.027 0.288
H 2.979 3.910 5.545
H 0.389 -3.311 2.574
H -1.791 1.450 -4.887
H -4.898 2.426 -1.409
H 4.245 1.239 -1.089
H -1.162 -5.444 -0.074
H -5.403 1.518 2.825
H -3.672 -0.225 3.255
H 0.134 5.145 3.322
H 1.007 -5.835 0.944
H -1.149 -1.143 3.438
H -0.798 -0.150 -6.506
H 4.278 -4.986 -6.481
H 1.101 3.173 6.402
H -4.752 -1.321 -1.558
H 4.959 -4.069 -2.338
H -3.047 -2.546 -4.189
H 0.900 5.328 4.904
H 3.511 4.840 -0.247
H -1.190 -2.972 1.855
H -0.459 2.518 5.927
H 1.361 -0.522 -4.479
H 2.194 -2.167 1.782
H -2.625 3.911 4.106
H -0.484 -4.601 -1.464
H -2.115 -1.730 -0.082
H -2.874 0.273 -4.130
H 2.622 -0.893 0.645
H -3.114 2.534 -1.390
H -4.966 2.327 4.337
H 3.096 -2.568 0.293
H -0.893 0.134 4.683
H -5.294 -0.065 -2.659
H -1.570 -3.389 -4.721
H -0.772 4.774 4.802
H -3.958 1.977 -2.848
H -1.742 -3.828 -0.486
H -4.375 0.241 1.706
H 1.969 -4.088 -6.310
H 5.768 -4.971 -4.505
H 1.029 1.595 5.620
H -5.476 3.275 2.933
H -1.669 1.147 -3.148
H -0.733 -4.634 2.261
H 2.178 -4.544 1.207
H -2.002 -1.328 -5.984
H 3.592 3.674 -1.576
H -3.873 -1.624 0.270
H 0.748 0.566 -3.217
H 0.069 2.723 3.564
H 5.691 3.537 2.279
H -5.909 -0.084 -1.001
H -3.660 4.607 2.835
H -0.285 -1.766 -6.001
H 1.817 -5.079 -0.432
H 5.277 4.044 4.663
H 2.744 1.131 -0.184